[1]
Formula: C43H33BF4N12OTi
Source: OMol25
Level of theory: ωB97M-V/def2-TZVPD

Structure (XYZ):
```
95
Properties=species:S:1:pos:R:3:lowdin_charge:R:1
Ti 0.7899 0.4603 -0.1839 1.05
C 4.1233 3.2109 -0.0820 -0.07
C 3.4061 2.0418 0.0880 -0.03
N 2.0639 2.0339 0.0288 0.03
C 1.4479 3.2386 -0.0952 -0.17
C 2.2094 4.3900 -0.3151 -0.04
N 3.5268 4.3761 -0.3358 0.12
C -0.0074 3.2153 -0.0054 -0.20
C -0.7226 4.2925 0.5051 0.09
C -2.0930 4.1646 0.7032 -0.11
C -2.6998 2.9941 0.2465 0.08
C -1.9243 1.9721 -0.2795 -0.18
N -0.5922 2.0479 -0.3582 0.05
C -2.6398 0.7636 -0.7491 -0.21
C -3.4252 0.0086 0.1341 -0.06
N -4.1847 -0.9762 -0.2980 0.11
C -4.1917 -1.2318 -1.5973 -0.09
C -3.3904 -0.5104 -2.4709 -0.11
N -2.6228 0.4858 -2.0495 0.13
C -2.8609 5.1618 1.4480 -0.17
C -3.7746 4.7210 2.4047 0.01
C -4.4569 5.6716 3.1475 -0.12
N -4.2994 6.9726 2.9790 0.07
C -3.4391 7.3909 2.0699 -0.13
C -2.6817 6.5351 1.2816 0.00
H 5.2021 3.2318 -0.0337 0.12
H 3.9075 1.0974 0.2750 0.13
H 1.7418 5.3451 -0.5117 0.13
H -0.2027 5.1745 0.8413 0.13
H -3.7667 2.8596 0.3255 0.14
H -3.4317 0.2114 1.1959 0.12
H -4.8514 -2.0180 -1.9336 0.11
H -3.3699 -0.7092 -3.5337 0.11
H -3.9029 3.6669 2.5916 0.12
H -5.1572 5.3747 3.9162 0.11
H -3.3448 8.4657 1.9750 0.11
H -1.9885 6.9225 0.5504 0.11
C 3.8728 -1.1941 -2.8359 0.00
C 2.8235 -0.3133 -2.2474 -0.24
N 2.2920 -0.5374 -1.0730 -0.07
N 2.7085 -1.5973 -0.3450 0.12
C 2.2858 -1.4504 0.8968 -0.40
O 1.6588 -0.3716 1.2063 -0.11
C 2.5122 -2.4964 1.8896 -0.14
C 2.1765 -2.2575 3.2241 0.01
C 2.3290 -3.2628 4.1603 -0.05
C 2.7887 -4.5134 3.7732 -0.06
C 3.1234 -4.7528 2.4458 -0.07
C 2.9947 -3.7496 1.5054 -0.03
C 2.3241 0.8604 -2.8991 -0.20
C 2.9744 1.4602 -3.9886 0.02
C 2.4562 2.6124 -4.5335 -0.02
C 1.2780 3.1285 -3.9916 -0.02
C 0.6872 2.4743 -2.9289 -0.11
N 1.1903 1.3788 -2.3550 0.06
H 3.9440 -2.0928 -2.2283 0.07
H 4.8433 -0.6977 -2.8306 0.10
H 3.6224 -1.4490 -3.8640 0.09
H 1.7906 -1.2900 3.5103 0.12
H 2.0844 -3.0736 5.1944 0.11
H 2.8807 -5.3042 4.5037 0.11
H 3.4875 -5.7257 2.1470 0.11
H 3.2556 -3.9114 0.4714 0.11
H 3.8856 1.0281 -4.3677 0.12
H 2.9432 3.1033 -5.3610 0.12
H 0.8254 4.0168 -4.3994 0.12
H -0.2503 2.8433 -2.5327 0.12
F -0.7898 -0.1056 1.2430 0.00
B -0.6877 0.7514 2.4678 -1.26
F 0.3791 1.6036 2.1307 0.13
F -0.4223 -0.0255 3.5238 0.23
F -1.8407 1.4593 2.5516 0.20
C -0.3253 -2.2710 -3.3411 -0.03
C -0.3666 -1.1190 -2.5788 -0.15
N -0.2082 -1.1224 -1.2462 0.00
C -0.0410 -2.3035 -0.6394 -0.07
C 0.1330 -3.4985 -1.3396 -0.17
C -0.0102 -3.4701 -2.7265 0.02
C 0.5956 -4.7234 -0.6898 -0.04
C 0.1015 -5.3570 0.3754 -0.02
C -1.1217 -5.0585 1.1064 -0.26
C -1.7802 -6.1025 1.7634 0.01
C -2.9729 -5.7894 2.3938 -0.11
N -3.4476 -4.5546 2.4153 0.09
C -2.7434 -3.6331 1.7878 -0.18
N -1.6204 -3.8208 1.1186 0.14
H -0.5008 -2.2225 -4.4018 0.11
H -0.5446 -0.1602 -3.0478 0.10
H -0.0461 -2.3243 0.4458 0.11
H 0.1103 -4.3711 -3.3078 0.13
H 1.4456 -5.1690 -1.1941 0.12
H 0.5966 -6.2642 0.6963 0.11
H -1.3860 -7.1051 1.7558 0.11
H -3.5670 -6.5396 2.8985 0.11
H -3.1241 -2.6213 1.8175 0.10
```

Summary:
- energy relative to the best compared isomer or geometry (same formula, charge and spin) (kJ/mol) = 169.1
- orbital gap (spin up / spin down) (eV) = 6.30 / 6.88
- charge = +1
- 2S+1 = 2
- E (a.u.) = -3664.6774
- expectation value of S² = 0.77


[2]
Formula: C43H33Cl2HfN8O4S3
Source: OMol25
Level of theory: ωB97M-V/def2-TZVPD

Structure (XYZ):
```
94
Properties=species:S:1:pos:R:3:lowdin_charge:R:1
Hf -0.1613 0.0394 0.4006 1.87
N 9.5078 4.1963 0.4003 0.17
C 8.4513 3.7471 0.3999 -0.18
C 7.1291 3.1839 0.3992 -0.22
C 6.0662 3.9138 -0.1261 -0.01
C 4.7970 3.3628 -0.1331 -0.01
C 4.5761 2.0938 0.3951 -0.19
C 5.6432 1.3725 0.9239 -0.01
C 6.9183 1.9097 0.9208 0.00
C 3.2100 1.5040 0.3849 -0.04
C 2.6243 1.2621 1.6399 -0.25
C 3.1887 1.5344 2.9030 0.01
C 2.3205 1.0298 3.8580 -0.04
C 1.2516 0.4750 3.1541 -0.14
N 1.4054 0.6275 1.8279 -0.09
C 2.6628 1.2214 -0.8584 -0.25
C 3.3287 1.3379 -2.1103 0.02
C 2.4657 0.8971 -3.0808 -0.05
C 1.2897 0.5189 -2.4076 -0.17
N 1.3805 0.7075 -1.0937 -0.07
H 6.2376 4.9032 -0.5267 0.13
H 3.9666 3.9229 -0.5429 0.12
H 5.4742 0.3797 1.3196 0.13
H 7.7515 1.3476 1.3189 0.13
H 4.1239 2.0380 3.0799 0.12
H 2.4434 1.0422 4.9276 0.10
H 0.3814 -0.0248 3.5606 0.12
H 4.3387 1.6863 -2.2470 0.12
H 2.6431 0.8286 -4.1408 0.10
H 0.3935 0.1105 -2.8499 0.09
Cl -5.3458 0.0614 5.8651 0.70
C -4.3931 0.0025 4.4232 -0.66
C -4.6692 -0.9801 3.4645 -0.08
C -3.9325 -1.0629 2.3077 -0.57
Cl -4.3323 -2.2397 1.1126 0.78
C -2.8543 -0.1899 2.0769 -0.35
O -2.1336 -0.2612 0.9964 -0.21
C -2.6261 0.8209 3.0338 -0.13
C -1.6640 1.8384 2.7393 -0.13
O -0.8839 1.8433 1.7781 -0.10
C -3.3976 0.9174 4.2057 -0.04
H -5.4771 -1.6798 3.6292 0.12
H -1.6406 2.7047 3.4144 0.15
H -3.2035 1.7055 4.9217 0.12
C 0.2212 3.8226 -0.0686 -0.06
C -0.8296 3.1664 -0.8999 -0.60
N -1.0767 1.8819 -0.9541 -0.02
C -2.0328 1.5824 -1.8957 -0.32
C -2.5511 2.6594 -2.5396 -0.31
S -1.8035 4.0812 -1.9657 1.14
C -2.3378 0.1750 -2.1258 -0.33
C -3.3257 -0.3168 -2.9145 -0.31
S -3.3455 -2.0173 -2.8038 1.12
C -2.0398 -1.9900 -1.7050 -0.63
N -1.5823 -0.7792 -1.4697 -0.01
C -1.5926 -3.2575 -1.0705 -0.09
H 0.7907 3.0896 0.4955 0.05
H -0.2247 4.5200 0.6405 0.09
H 0.9034 4.3780 -0.7133 0.09
H -3.2988 2.6804 -3.3131 0.09
H -4.0331 0.2317 -3.5116 0.09
H -2.1681 -4.0946 -1.4636 0.09
H -1.7856 -3.1950 -0.0008 0.05
H -0.5344 -3.4263 -1.2672 0.01
O 2.2523 -1.5920 0.2990 0.04
C 1.4944 -2.3339 0.8921 -0.45
N 0.1969 -1.9380 1.2099 -0.01
C -0.3943 -2.9177 2.0127 -0.42
O -1.4778 -2.8366 2.5387 0.10
C 0.5673 -4.0610 2.0944 -0.09
C 0.4384 -5.2905 2.7089 0.01
C 1.5100 -6.1691 2.5877 -0.05
C 2.6595 -5.8183 1.8801 -0.05
C 2.7822 -4.5741 1.2717 0.02
C 1.7116 -3.7107 1.3990 -0.09
H -0.4578 -5.5525 3.2546 0.12
H 1.4553 -7.1468 3.0476 0.11
H 3.4680 -6.5332 1.8059 0.11
H 3.6674 -4.2925 0.7184 0.13
S 1.6274 -2.8308 -2.6694 0.67
C 1.5976 -2.5556 -4.3273 -0.86
N 2.7140 -2.6372 -5.0666 0.01
C 2.7825 -2.4349 -6.5068 -0.17
C 1.4358 -2.7665 -7.1253 -0.16
C 0.3568 -1.9792 -6.4023 -0.17
N 0.4578 -2.2265 -4.9706 0.01
H 3.5501 -2.8418 -4.5449 0.12
H 3.5647 -3.0808 -6.9037 0.13
H 3.0604 -1.4006 -6.7343 0.12
H 1.2391 -3.8355 -7.0261 0.13
H 1.4392 -2.5187 -8.1856 0.12
H -0.6381 -2.2773 -6.7314 0.12
H 0.4678 -0.9102 -6.6125 0.12
H -0.3689 -2.2553 -4.3991 0.10
```

Summary:
- energy relative to the best compared isomer or geometry (same formula, charge and spin) (kJ/mol) = 58.5
- orbital gap (eV) = 6.60
- charge = +1
- E (a.u.) = -4560.4828


[3]
Formula: C43H34F20GeN2O2RuS4Si2Te
Source: OMol25
Level of theory: ωB97M-V/def2-TZVPD

Structure (XYZ):
```
110
Properties=species:S:1:pos:R:3:lowdin_charge:R:1
Ru -0.1501 0.6608 0.0073 0.72
O -0.6662 -0.4476 2.3880 -0.21
C 0.3152 0.3620 2.3327 -0.75
O 0.1973 1.6032 2.1056 -0.10
C 1.6977 -0.1783 2.5975 -0.19
C 2.3352 0.0868 3.8028 -0.05
C 3.6176 -0.3869 4.0398 -0.10
C 4.2716 -1.1070 3.0490 -0.09
C 3.6372 -1.3779 1.8435 -0.11
C 2.3349 -0.9361 1.6080 -0.58
S 1.4815 -1.3527 0.1133 0.49
H 1.8155 0.6642 4.5617 0.13
H 4.1093 -0.1791 4.9816 0.10
H 5.2861 -1.4542 3.2115 0.10
H 4.1467 -1.9393 1.0690 0.09
F -5.6739 2.7038 -4.2883 0.11
C -4.9886 2.2559 -3.2312 -0.14
C -3.6803 2.6412 -3.0252 -0.14
F -3.0904 3.4749 -3.8924 0.11
C -2.9825 2.1697 -1.9298 -0.27
F -1.7236 2.5971 -1.8017 0.03
C -3.5374 1.3053 -0.9933 -0.54
S -2.6974 0.6773 0.4148 0.58
C -4.8594 0.9433 -1.2400 -0.27
F -5.4843 0.0934 -0.4103 0.07
C -5.5777 1.3975 -2.3282 -0.15
F -6.8436 0.9985 -2.5222 0.11
C 0.0371 2.3509 -4.2733 -0.06
N 1.0490 1.3624 -3.9762 -0.16
C 2.4647 1.7038 -4.0867 -0.15
C 3.1671 0.4920 -3.4544 -0.16
N 2.0435 -0.3278 -2.9985 0.00
C 0.8618 0.2677 -3.2233 -0.85
S -0.6302 -0.2790 -2.6233 0.59
H 0.2221 2.7710 -5.2632 0.09
H 0.0513 3.1539 -3.5297 0.08
H -0.9400 1.8770 -4.2574 0.05
H 2.6621 2.6170 -3.5206 0.09
H 2.7415 1.8657 -5.1294 0.12
H 3.7897 0.7907 -2.6118 0.08
H 3.7739 -0.0585 -4.1722 0.11
H 2.1276 -0.9151 -2.1766 0.02
F 2.2346 6.0913 -2.0977 0.09
C 0.9922 5.9029 -1.6155 -0.22
C 0.7605 5.0670 -0.5383 -0.13
C -0.5641 4.8989 -0.1715 -0.25
F -0.8915 4.0071 0.7666 0.09
C -1.6007 5.5712 -0.7861 -0.15
F -2.8652 5.3855 -0.4038 0.13
C -1.3240 6.4205 -1.8368 -0.14
F -2.3132 7.0697 -2.4520 0.13
C -0.0215 6.5835 -2.2617 -0.14
F 0.2419 7.3904 -3.2969 0.11
Ge 2.1192 3.8282 0.2133 0.69
S 1.8824 1.9921 -0.8581 0.34
C 3.8906 4.6701 -0.1730 -0.12
C 4.0703 5.9976 0.1805 -0.23
F 3.0752 6.6763 0.7773 0.10
C 5.2321 6.6983 -0.0694 -0.14
F 5.3611 7.9818 0.2821 0.12
C 6.2769 6.0528 -0.6969 -0.14
F 7.4110 6.7077 -0.9524 0.12
C 6.1476 4.7280 -1.0552 -0.14
F 7.1707 4.1075 -1.6537 0.11
C 4.9680 4.0550 -0.7880 -0.22
F 4.9320 2.7697 -1.1539 0.07
C 2.1892 4.0054 2.1741 -0.12
C 3.1557 3.2217 2.7886 -0.23
F 3.9412 2.4323 2.0442 0.10
C 3.3633 3.2219 4.1519 -0.15
F 4.3088 2.4673 4.7174 0.11
C 2.5770 4.0330 4.9443 -0.13
F 2.7589 4.0506 6.2663 0.12
C 1.6262 4.8475 4.3683 -0.14
F 0.9058 5.6655 5.1421 0.12
C 1.4497 4.8348 2.9969 -0.21
F 0.5757 5.7223 2.5115 0.11
C -4.0531 -2.1260 -2.4545 -0.16
Si -3.9217 -3.6466 -1.3875 0.37
C -2.6207 -4.7950 -2.0822 -0.19
C -5.5536 -4.5570 -1.3156 -0.19
C -3.4486 -3.1673 0.3691 -0.53
Te -1.4811 -2.2746 0.3825 1.39
C -0.6665 -3.8337 1.5778 -0.53
Si -1.0417 -3.8640 3.4238 0.40
C -2.7810 -3.3051 3.7941 -0.18
C -0.8754 -5.6607 3.9392 -0.19
C 0.1856 -2.8767 4.3944 -0.17
H -3.7378 -2.3405 -3.4796 0.04
H -3.3988 -1.3322 -2.0773 -0.01
H -5.0739 -1.7354 -2.4768 0.04
H -2.9006 -5.1260 -3.0875 0.03
H -2.4906 -5.6845 -1.4557 0.03
H -1.6546 -4.2847 -2.1586 0.02
H -5.9269 -4.7797 -2.3219 0.03
H -6.3115 -3.9591 -0.8000 0.03
H -5.4434 -5.5054 -0.7793 0.03
H -3.4216 -4.0404 1.0244 0.00
H -4.1484 -2.4330 0.7766 0.02
H 0.4107 -3.7586 1.4178 -0.01
H -1.0321 -4.7486 1.0977 0.01
H -3.5241 -4.0021 3.3978 0.03
H -2.9744 -2.3138 3.3699 0.03
H -2.9243 -3.2392 4.8773 0.04
H -1.5265 -6.3177 3.3520 0.03
H -1.1476 -5.7741 4.9951 0.03
H 0.1554 -6.0106 3.8211 0.03
H 0.0830 -1.8134 4.1651 0.01
H 1.2124 -3.1754 4.1626 0.04
H 0.0159 -3.0238 5.4675 0.04
```

Summary:
- orbital gap (spin up / spin down) (eV) = 6.81 / 5.48
- charge = -1
- 2S+1 = 6
- E (a.u.) = -8527.9523
- expectation value of S² = 8.77